Molecular formula: C22H17ClN4O2SV
Method: DFT, ωB97M-V/def2-TZVPD

```
48
Properties=species:S:1:pos:R:3
V -1.40704 -1.58747 0.50348
S 0.53156 0.54299 3.96070
C -1.13760 0.79508 4.23066
C -1.90930 0.22716 3.26035
C -1.16256 -0.43948 2.23391
C 0.17694 -0.32620 2.51855
C 1.18321 -0.83536 1.58188
C 2.56028 -0.76438 1.73110
C 3.38589 -1.25770 0.73810
C 2.82037 -1.81126 -0.39712
C 1.44076 -1.84105 -0.49310
N 0.63368 -1.36872 0.45810
H -1.46464 1.33223 5.10537
H -2.98994 0.27298 3.28888
H 2.97392 -0.33165 2.63215
H 4.46066 -1.20664 0.85025
H 3.42133 -2.19504 -1.20808
H 0.94367 -2.24449 -1.36736
Cl -3.31721 -3.35338 3.62620
C -3.37155 -4.09816 1.99975
C -2.53282 -3.41683 0.98172
O -3.07845 -2.71701 0.03507
O -1.25289 -3.56661 0.97641
H -4.41085 -4.09334 1.68501
H -2.99772 -5.11435 2.11519
C -3.01682 1.04561 -2.51918
C -2.75659 -0.00067 -1.65173
N -1.76875 0.06333 -0.75041
C -1.03599 1.17511 -0.67422
C -1.22271 2.26497 -1.50783
C -2.24487 2.19209 -2.44133
C -0.35313 3.45129 -1.34313
C 0.97487 3.48497 -1.40963
C 1.89592 2.38700 -1.78107
C 3.24240 2.48072 -1.45583
C 4.05739 1.43098 -1.83576
N 3.59609 0.37248 -2.49678
C 2.29474 0.38990 -2.76359
N 1.41737 1.33239 -2.44675
H -3.81991 0.95437 -3.23640
H -3.33540 -0.91566 -1.65028
H -0.26129 1.16918 0.08284
H -2.42961 3.02219 -3.11173
H -0.85515 4.37389 -1.07136
H 1.46224 4.41969 -1.15661
H 3.63840 3.33041 -0.91904
H 5.11555 1.43948 -1.60322
H 1.90553 -0.46507 -3.30412
```

**Orbital gap (spin up / spin down)**: 6.18 / 5.46 eV
**LUMO (spin up / spin down)**: -0.3 / -0.3 eV
**HOMO energy (spin up / spin down)**: -6.525 / -5.806 eV
**E**: -82190.265 eV
**2S+1**: 2

Atomic charges from the Mulliken analysis, expressed in e, are listed below: -0.103, -0.260, -0.356, -0.442, 0.101, -0.043, 0.820, -0.971, -0.379, -0.833, -0.321, 0.420, 0.466, 0.410, 0.407, 0.460, 0.390, 0.499, -0.172, -0.708, 1.251, -0.724, -0.690, 0.310, 0.315, -0.880, -0.289, 0.303, -0.432, 0.272, -0.278, -0.931, -0.697, 1.053, -0.649, -0.271, -0.504, -0.302, -0.314, 0.401, 0.521, 0.575, 0.490, 0.409, 0.328, 0.385, 0.416, 0.546



Molecular formula: C22H17FN2O3
Method: DFT, ωB97M-V/def2-TZVPD

```
45
Properties=species:S:1:pos:R:3
O -0.75527 4.50774 2.33484
C -0.35976 3.36454 2.24106
N -0.72371 2.42146 3.15776
C -0.24140 1.11518 3.32345
C -1.12735 0.11197 3.70777
C -0.68725 -1.18649 3.87378
C 0.64772 -1.47080 3.65544
F 1.08354 -2.73685 3.81504
C 1.55227 -0.48668 3.30295
C 1.10572 0.81030 3.14494
C 0.49269 2.89188 1.11072
C 1.58448 3.65074 0.70652
C 2.36994 3.22132 -0.34849
C 2.07533 2.04090 -1.00753
C 0.96050 1.30375 -0.62576
N 0.64021 0.09507 -1.29522
C 0.21138 -1.04606 -0.62853
O 0.07636 -1.13956 0.56235
C -0.05059 -2.11720 -1.66166
C 0.27861 -1.47037 -3.00645
C 0.71526 -0.06113 -2.67542
O 1.04756 0.79538 -3.44794
C -1.08729 -1.48467 -3.75079
C -1.37293 -2.94454 -4.00565
C -1.65917 -3.50577 -2.83781
C -1.56981 -2.43043 -1.78257
C -2.05147 -1.21859 -2.58889
C 0.15928 1.73244 0.42165
H -1.44153 2.72398 3.80532
H -2.16860 0.35218 3.86553
H -1.36549 -1.97470 4.15892
H 2.59057 -0.73859 3.15839
H 1.80382 1.58994 2.88382
H 1.81000 4.56732 1.22988
H 3.22362 3.80478 -0.65760
H 2.69341 1.70129 -1.82270
H 0.51912 -3.01395 -1.41641
H 1.05205 -1.96916 -3.59142
H -1.12461 -0.81720 -4.60669
H -1.28874 -3.41263 -4.96823
H -1.86218 -4.53842 -2.62526
H -2.04971 -2.63355 -0.82955
H -3.09416 -1.30833 -2.88807
H -1.89967 -0.26043 -2.09360
H -0.71279 1.16395 0.70213
```

**Orbital gap**: 9.10 eV
**SMILES**: O=C(Nc1ccc(F)cc1)c1cccc(N2C(=O)[C@@H]3[C@H](C2=O)[C@H]2C=C[C@@H]3C2)c1
**LUMO**: 0.6 eV
**HOMO energy**: -8.498 eV
**E**: -34931.200 eV
**2S+1**: 1

Atomic charges from the Mulliken analysis, expressed in e, are listed below: -0.655, 0.023, -0.075, -0.191, -0.356, -0.638, 0.368, -0.364, -0.649, 0.076, -0.388, -0.502, -0.920, -0.430, 0.138, 0.438, -0.288, -0.478, -0.051, -0.055, -0.107, -0.607, -0.200, -0.680, -0.749, -0.137, -0.793, 0.612, 0.264, 0.410, 0.440, 0.436, 0.520, 0.494, 0.390, 0.465, 0.560, 0.527, 0.540, 0.466, 0.463, 0.556, 0.363, 0.293, 0.472



Molecular formula: C22H18BN2
Method: DFT, ωB97M-V/def2-TZVPD

```
43
Properties=species:S:1:pos:R:3
C 3.43550 3.05576 -0.70070
C 0.31605 -3.66643 2.42606
C 2.09615 3.07439 -1.20076
C 3.73657 2.02750 0.18328
C 1.53598 -3.06462 2.25671
C -0.77746 -3.09200 1.77681
C -1.60576 -1.23710 -3.37064
C -3.48163 1.68849 1.28381
C 1.23544 2.04074 -0.91136
C 2.78293 1.12902 0.53900
C 1.63571 -1.88742 1.51101
C -0.67640 -1.93072 1.08496
C -0.21249 -1.44012 -3.35387
C -2.35877 2.08526 2.02253
C -2.31096 -0.61909 -2.40625
C -3.26212 1.04045 0.10520
C 1.53551 1.13530 0.00143
C 0.52200 -1.26963 0.93585
C 0.51640 -0.97328 -2.31226
C -1.12418 1.56578 1.73353
C -1.50493 0.00599 -1.46229
C -1.96017 0.64303 -0.26833
N -0.16076 -0.30862 -1.33595
N -0.91697 0.79532 0.63168
B 0.30791 0.10543 0.04819
H 4.11234 3.77461 -1.07541
H 0.20903 -4.53860 3.07204
H 1.72006 3.87182 -1.80342
H 4.77880 1.97618 0.49641
H 2.35500 -3.52258 2.65354
H -1.76161 -3.54383 1.88775
H -2.21853 -1.72172 -4.11310
H -4.49355 1.92868 1.57210
H 0.24745 2.08628 -1.35446
H 3.05929 0.44339 1.26371
H 2.62750 -1.50485 1.32235
H -1.57524 -1.47805 0.61615
H 0.29040 -2.01536 -4.11994
H -2.40933 2.45829 3.04799
H -3.36033 -0.51630 -2.39523
H -4.05051 0.75129 -0.55339
H 1.61091 -1.17868 -2.24867
H -0.44527 1.82597 2.51393
```

**Orbital gap**: 6.85 eV
**LUMO**: -4.8 eV
**Energy relative to the best compared isomer or geometry (same formula, charge and spin)**: 130.4 kJ/mol
**Charge**: +1
**HOMO energy**: -11.644 eV
**E**: -26756.927 eV
**2S+1**: 1

Atomic charges from the Mulliken analysis, expressed in e, are listed below: -0.610, -0.611, -0.779, -0.921, -0.829, -0.633, -0.426, -0.590, -0.071, -1.052, -1.078, -0.335, -0.892, -0.741, -1.322, -0.801, 1.335, 1.407, 0.072, -0.042, 1.075, 0.639, 0.587, 0.343, 0.226, 0.472, 0.387, 0.436, 0.398, 0.556, 0.393, 0.423, 0.454, 0.163, 0.446, 0.192, 0.099, 0.435, 0.340, 0.505, 0.444, 0.447, 0.457



The following maximum force values (in eV/A) correspond, in order, to the records above: 1.71; 0.61; 4.63.